[1]
Computed, not measured: a 14-piece molecular cluster, H28O14 overall in a non-equilibrium geometry, with wB97M-V/def2-TZVPD.

ORCA input file:
```
! RIJCOSX wB97M-V def2-TZVPD def2/J DEFGRID3
* xyz 0 1
O -10.62 12.52 -10.33
H -10.76 12.83 -11.20
H -10.44 11.56 -10.37
O -8.30 12.14 -4.22
H -7.80 11.77 -4.93
H -7.99 11.70 -3.43
O -10.96 9.80 -10.06
H -10.66 9.26 -9.33
H -11.48 9.26 -10.72
O -8.26 9.01 -6.87
H -8.22 9.95 -7.07
H -8.01 9.04 -5.95
O -10.89 8.74 -7.49
H -11.18 8.67 -6.57
H -10.02 9.12 -7.44
O -8.08 13.84 -7.00
H -8.91 14.38 -7.06
H -7.49 14.35 -7.57
O -7.84 10.32 -10.41
H -8.27 10.87 -9.69
H -7.67 9.50 -9.89
O -6.54 10.99 -5.95
H -5.91 11.76 -5.82
H -5.92 10.27 -6.09
O -10.61 14.98 -8.79
H -9.85 14.67 -9.30
H -10.90 14.13 -8.50
O -8.80 11.38 -8.02
H -9.70 11.57 -7.87
H -8.46 12.12 -7.55
O -10.42 13.89 -5.18
H -9.64 13.32 -5.18
H -10.78 13.81 -4.32
O -10.52 10.63 -5.21
H -9.89 11.07 -4.62
H -11.48 10.75 -4.97
O -5.79 11.69 -8.40
H -6.35 11.33 -7.67
H -5.66 10.82 -8.83
O -11.15 12.47 -7.37
H -11.71 11.72 -7.33
H -11.11 12.84 -6.51
*
```

Calculated values
- calculated total energy (eV) = -29120.100
- lowest unoccupied orbital energy (eV) = -0.355

[2]
Computed, not measured: one molecule with the formula C4H8 in a non-equilibrium geometry, with wB97M-V/def2-TZVPD.

ORCA input file:
```
! RIJCOSX wB97M-V def2-TZVPD def2/J DEFGRID3
* xyz 0 1
C -0.12 -1.35 0.66
C 0.01 -0.18 -0.02
C 1.36 0.65 0.06
C -1.21 0.39 -0.68
H -1.16 -1.62 0.80
H 0.61 -1.68 1.38
H 2.10 -0.15 0.42
H 1.57 1.04 -0.92
H 1.29 1.46 0.82
H -1.72 1.12 -0.04
H -0.84 0.73 -1.63
H -1.89 -0.40 -0.85
*
```

Calculated values
- SMILES string = C=C(C)C
- calculated total energy (eV) = -4276.557
- lowest unoccupied orbital energy (eV) = 1.128

[3]
Computed, not measured: C14H27CrNO4SSb as an isolated structure, with wB97M-V/def2-TZVPD.

ORCA input file:
```
! RIJCOSX wB97M-V def2-TZVPD def2/J DEFGRID3
* xyz 2 4
Cr 0.37 -0.20 -0.20
C 1.71 2.18 1.40
O 1.59 1.46 0.15
C 2.68 1.66 -0.76
C 2.27 1.04 -2.07
O 1.63 -0.24 -1.83
C 2.52 -1.42 -1.84
C 3.02 -1.62 -0.44
O 1.88 -1.73 0.43
C 1.64 -3.08 0.91
H 1.80 3.24 1.18
H 2.59 1.83 1.94
H 0.81 1.98 1.97
H 3.59 1.22 -0.34
H 2.86 2.73 -0.89
H 3.11 0.92 -2.75
H 1.51 1.65 -2.57
H 3.32 -1.26 -2.56
H 1.90 -2.25 -2.17
H 3.60 -0.77 -0.10
H 3.66 -2.50 -0.37
H 1.89 -3.80 0.14
H 0.58 -3.16 1.14
H 2.24 -3.25 1.80
O -0.39 -0.08 1.53
N -1.30 -1.00 1.93
C -1.67 -0.94 3.23
C -2.61 -1.82 3.70
C -3.16 -2.76 2.83
C -2.75 -2.79 1.51
C -1.80 -1.88 1.05
S -1.22 -1.84 -0.59
H -1.18 -0.18 3.81
H -2.90 -1.77 4.74
H -3.90 -3.46 3.18
H -3.15 -3.51 0.81
C -2.66 2.29 0.28
Sb -1.41 1.49 -1.22
C -2.75 0.72 -2.65
C -0.67 3.22 -2.19
H -3.67 2.34 -0.12
H -2.32 3.30 0.52
H -2.63 1.67 1.16
H -3.32 1.55 -3.07
H -3.41 0.02 -2.15
H -2.20 0.22 -3.43
H -1.49 3.94 -2.26
H -0.33 2.97 -3.19
H 0.13 3.66 -1.61
*
```

Calculated values
- calculated total energy (eV) = -70414.895
- <S²> = 3.85
- lowest unoccupied orbital energy (alpha / beta) (eV) = -6.738 / -5.999

[4]
Computed, not measured: C18H35AlB4BrCl4CsF4N3O13P2S as an isolated structure in a non-equilibrium geometry, with wB97M-V/def2-TZVPD.

ORCA input file:
```
! RIJCOSX wB97M-V def2-TZVPD def2/J DEFGRID3
* xyz 1 1
N -2.31 -2.03 -5.23
C -2.50 -2.41 -3.75
B -0.97 -2.67 -3.14
O 0.23 -1.88 -3.57
B 1.30 -2.39 -2.64
Br 2.96 -3.35 -3.23
O 1.00 -2.15 -1.18
B -0.13 -3.11 -0.94
P -0.80 -3.49 0.83
O -2.15 -4.62 0.78
O -1.41 -2.04 1.61
S 0.67 -4.25 1.93
O -0.79 -3.77 -2.12
H -1.54 -2.66 -5.54
H -1.92 -1.04 -5.18
H -3.17 -3.38 -3.61
H -3.00 -1.52 -3.17
H -1.97 -5.29 0.03
H -2.30 -1.77 1.23
C -1.43 1.55 2.06
Cl -1.94 2.85 3.16
Cl -2.70 1.21 0.87
Cl 0.08 1.99 1.24
H -1.26 0.65 2.64
Cs 2.37 -5.99 3.24
O 5.95 -2.54 -2.04
H 5.14 -2.58 -2.51
B 5.95 0.13 0.19
F 5.76 1.05 1.29
F 7.37 -0.19 0.07
F 5.20 -1.09 0.44
F 5.49 0.74 -1.05
N 6.59 -5.10 5.77
C 7.17 -6.02 6.58
C 8.53 -6.08 6.83
C 9.36 -5.15 6.20
C 8.79 -4.20 5.36
C 7.42 -4.22 5.17
H 6.49 -6.72 7.05
H 8.94 -6.83 7.50
H 10.43 -5.17 6.37
H 9.41 -3.46 4.85
H 6.93 -3.49 4.53
C -3.31 -0.93 -8.43
C -3.39 -1.32 -9.89
N -3.46 -1.65 -11.11
H -4.27 -0.51 -8.10
H -3.08 -1.80 -7.81
H -2.53 -0.18 -8.29
C 11.28 0.57 0.14
C 10.88 -0.77 -0.38
O 11.97 -1.60 -0.01
C 12.59 -1.00 1.04
O 13.46 -1.52 1.71
O 12.11 0.26 1.25
H 10.43 1.17 0.45
H 11.87 1.14 -0.59
H 9.97 -1.15 0.11
H 10.73 -0.78 -1.46
Al -1.31 -3.95 3.61
Cl -2.36 -0.83 3.42
O -6.15 6.13 -0.22
P -7.48 5.35 -0.06
O -7.94 6.16 1.31
C -8.50 7.45 1.16
C -9.93 7.37 0.67
O -6.79 4.05 0.71
C -5.46 3.65 0.40
C -4.49 4.19 1.43
O -8.97 4.49 0.12
C -9.38 3.77 -1.03
C -8.50 2.57 -1.31
H -7.89 8.05 0.48
H -8.48 7.93 2.14
H -9.98 6.98 -0.35
H -10.40 8.35 0.68
H -10.52 6.69 1.30
H -5.19 3.96 -0.62
H -5.43 2.55 0.42
H -4.59 5.28 1.56
H -3.46 3.98 1.14
H -4.68 3.75 2.41
H -9.41 4.45 -1.89
H -10.41 3.43 -0.84
H -7.51 2.89 -1.65
H -8.93 1.94 -2.10
H -8.36 1.96 -0.41
*
```

Calculated values
- calculated total energy (eV) = -220579.599
- lowest unoccupied orbital energy (eV) = -9.892